6 unconnected molecules or ions with the total composition C6H18N6O12. Source: OMol25; level of theory: ωB97M-V with the def2-TZVPD basis set.

Each line ends with the Mulliken charge.
CARTESIAN COORDINATES (ANGSTROEM)
C1 -19.84203 15.39000 -0.67325  -0.80
N1 -20.38429 16.73514 -0.74516  0.76
O1 -19.62243 17.65291 -1.03779  -0.43
O2 -21.50951 16.98805 -0.58568  -0.50
H1 -19.36614 15.27200 0.30025  0.30
H2 -19.05644 15.31729 -1.42536  0.29
H3 -20.58600 14.61366 -0.85185  0.32
C2 -18.67242 17.91059 1.00376  -1.72
N2 -18.93187 19.36078 1.25228  0.89
O3 -19.69918 19.63405 2.18231  -0.57
O4 -18.39594 20.10578 0.46599  -0.45
H4 -19.67800 17.69554 0.64230  0.70
H5 -18.49580 17.47347 1.98653  0.38
H6 -17.87158 17.74335 0.28349  0.43
C3 -17.99907 22.58930 1.98241  -0.72
N3 -17.46797 22.42767 0.55946  0.62
O5 -16.46213 23.06464 0.31650  -0.58
O6 -18.12949 21.76657 -0.20779  -0.25
H7 -17.97712 21.56675 2.35926  0.24
H8 -18.95628 23.10922 2.02144  0.29
H9 -17.30543 23.29057 2.44630  0.33
C4 -16.84356 20.58856 -5.29488  -0.69
N4 -16.85866 20.37038 -6.76657  0.96
O7 -17.13021 21.31092 -7.44827  -0.58
O8 -16.68756 19.25572 -7.13757  -0.57
H10 -16.56633 19.70309 -4.72288  0.27
H11 -17.77170 21.00687 -4.90543  0.30
H12 -16.14944 21.42222 -5.18852  0.33
C5 -19.62256 22.09660 -1.95807  -0.68
N5 -20.22546 23.41376 -2.36352  0.94
O9 -20.79723 24.06294 -1.51400  -0.58
O10 -20.27674 23.64065 -3.61286  -0.57
H13 -20.46329 21.40343 -1.92996  0.38
H14 -19.17639 22.12884 -0.96408  0.51
H15 -18.83937 21.81709 -2.66275  0.06
C6 -18.53018 19.77079 -1.61358  -1.07
N6 -17.53285 19.52528 -2.62540  1.40
O11 -17.87317 19.81443 -3.72389  -0.69
O12 -16.37348 19.24956 -2.27470  -0.68
H16 -18.20320 20.65705 -1.06975  1.01
H17 -18.60975 18.91265 -0.94623  0.13
H18 -19.50808 19.96557 -2.05388  0.29

Cartesian forces, eV/Å:
0.803 -1.111 -0.209
1.509 0.601 -2.841
-0.656 -2.525 -2.620
-4.087 -0.667 1.402
-0.177 0.037 0.096
-0.106 0.127 0.057
-0.178 0.438 0.222
-0.484 0.338 2.665
0.394 -1.439 1.291
0.806 0.226 -1.385
-1.319 -4.395 7.684
1.152 -0.176 1.780
0.141 -0.055 -0.104
-0.207 0.190 0.396
0.805 0.302 -0.541
-0.512 2.395 1.740
0.221 -0.816 -0.612
4.634 7.012 1.322
-0.363 0.406 0.434
-0.260 -0.694 -0.503
0.197 -0.581 0.134
2.535 1.935 -1.996
-0.901 0.552 2.181
-0.193 1.379 -1.337
0.579 -2.114 -1.086
1.027 0.711 -2.097
0.120 0.259 -1.790
0.437 -0.096 0.184
-1.288 1.413 -1.316
-0.864 -0.477 -2.852
0.509 0.082 -0.226
0.413 -0.200 3.200
-0.056 0.339 -0.391
-2.150 1.208 -1.410
-0.627 0.345 -0.268
-0.352 -1.452 -0.788
0.759 0.416 2.703
-3.013 -2.592 2.023
-1.265 -0.259 -0.591
0.294 -1.674 -2.492
1.104 1.452 -1.757
0.620 -0.839 -0.301

Output
2S+1: 1
SMILES: C[N+](=O)[O-].C[N+](=O)[O-].C[N+](=O)[O-].C[N+](=O)[O-].C[N+](=O)[O-].C[N+](=O)[O-]
DFT total energy (eV): -39996.4964
Relative energy (zero: lowest compared OMol25 entry of this formula, charge and spin) (kJ/mol): 1082.3
HOMO-LUMO gap (eV): 8.5